Entry 1:
Formula: C6H4Cl4S2
Source: the Open Molecules 2025 dataset
Level of theory: the ωB97M-V functional and the def2-TZVPD basis

energy above the lowest of the compared OMol25 structures with the same formula, charge and spin = 0.000 eV
orbital gap (alpha / beta) = 6.4 / 6.0 eV
spin multiplicity = 3
total energy = -78042.02056 eV
HOMO (alpha / beta) = -5.951 / -8.805 eV

Last column: natural (NBO) charge in e.
Element x y z (Å)
Cl: -1.4655 1.8308 0.3025  0.05
Cl: -2.5110 -1.7834 -1.8616  0.05
Cl: 0.4213 -1.1097 -3.0140  0.06
Cl: 0.8998 2.8351 2.3553  0.06
S: 2.8628 1.5339 0.5584  0.12
S: -2.2830 -2.8605 0.9634  0.07
C: 0.5540 0.6247 -0.9856  -0.24
C: -1.1365 -1.6790 0.3628  -0.36
C: -1.2161 -1.2611 -0.8939  -0.13
C: 0.1965 1.4473 0.1249  -0.16
C: 1.1477 1.8813 0.9362  -0.19
C: -0.1121 -0.4761 -1.5053  -0.06
H: 1.5656 0.9465 -1.5014  0.25
H: -0.2779 -1.2793 0.8910  0.24
H: -1.6582 -3.2368 2.1123  0.14
H: 3.0126 2.5863 1.1548  0.11


Entry 2:
Formula: C27H57FNbO13S4
Source: the Open Molecules 2025 dataset
Level of theory: the ωB97M-V functional and the def2-TZVPD basis

orbital gap = 6.2 eV
total charge = -1
total energy = -103143.37365 eV
HOMO = -4.584 eV

Last column: Mulliken charge in e.
Element x y z (Å)
Nb: -0.2191 -4.6858 -0.0063  -0.95
S: 2.0488 4.1104 -4.5953  1.17
S: 4.7794 1.7857 2.3150  1.13
S: 4.8221 5.9455 6.8236  1.13
S: -7.4992 -3.4774 -3.1849  1.24
F: 0.6611 -5.0864 3.3696  -0.21
O: -8.1323 -4.3833 -2.2790  -0.65
O: 6.0030 6.6929 6.5213  -0.61
O: 3.2066 4.4952 -5.3427  -0.63
O: -6.0795 -3.3725 -3.2668  -0.57
O: 4.0400 3.1932 2.2852  -0.30
O: -8.0783 -3.7242 -4.6542  -0.30
O: 5.1676 4.8332 7.9066  -0.28
O: 1.0044 5.3205 -4.5998  -0.29
O: -1.2391 -5.8941 4.0987  -0.58
O: 4.0444 5.3447 5.7866  -0.56
O: 2.1270 3.5919 -3.2699  -0.52
O: 4.1812 0.9331 1.3392  -0.58
O: 4.9301 1.3642 3.6742  -0.58
C: -1.0166 -5.9489 1.7276  -0.53
C: -0.5502 -5.6329 3.1305  0.52
C: -7.5585 -4.8395 -5.3992  -0.32
C: 5.8140 3.6247 7.4509  -0.15
C: -3.4151 -4.5717 -0.6538  0.27
C: -3.8418 -3.1350 -0.9566  -0.15
C: 0.6337 -2.1796 -1.8186  0.74
C: -0.0223 0.5317 -2.2891  -0.55
C: -0.6027 -1.7755 -2.2567  -0.29
C: 7.2812 3.8403 7.1363  -1.05
C: 0.9960 -3.6222 -1.6069  -1.50
C: 6.3404 2.3486 1.7235  -1.00
C: 3.7777 6.9308 7.8434  -0.99
C: -0.9370 -0.4742 -2.4915  -0.97
C: -8.1056 -6.1660 -4.9079  -0.98
C: 1.2295 6.4062 -3.6857  -0.31
C: 1.5664 -1.1587 -1.6105  1.39
C: 2.9927 -1.4085 -1.1593  -1.17
C: 2.1849 2.9637 3.8771  -0.79
C: -2.0659 -4.9818 -1.2954  -1.29
C: -4.4406 -2.1915 1.2837  -1.22
C: -5.0279 -2.6896 -0.0593  -0.41
C: -8.1825 -1.8730 -2.9424  -1.02
C: 1.2411 0.1549 -1.8396  -0.87
C: 2.6063 3.2120 2.4437  -0.29
C: 2.3558 7.3164 -4.1376  -0.99
C: 1.1128 2.9865 -5.5749  -0.96
H: -1.3350 -2.5523 -2.4537  0.14
H: 3.3149 6.8006 -4.1117  0.30
H: -2.1184 -6.0708 -1.4738  0.48
H: 2.1931 7.6478 -5.1636  0.26
H: 0.8705 3.4633 -6.5215  0.34
H: 7.7620 2.8888 6.9084  0.40
H: -4.1951 -5.2271 -1.0812  0.18
H: 1.4120 6.0190 -2.6814  0.30
H: 7.0233 1.5022 1.7546  0.37
H: 4.3307 7.2236 8.7321  0.34
H: 0.2120 2.7098 -5.0335  0.30
H: 0.8769 -4.1700 -2.5546  0.34
H: 3.5002 7.8116 7.2685  0.37
H: -0.2922 1.5587 -2.5109  0.57
H: 2.1427 2.4938 1.7647  0.30
H: -5.7287 -3.5158 0.0972  0.30
H: 2.4308 1.9488 4.1890  0.31
H: 7.7911 4.3060 7.9805  0.29
H: 2.7032 3.6443 4.5525  0.07
H: -4.0630 -2.9499 -2.0092  0.30
H: 1.1083 3.0979 3.9884  0.40
H: -3.0062 -2.4804 -0.6746  0.07
H: -7.7834 -6.9753 -5.5642  0.38
H: -7.7561 -6.3885 -3.9005  0.30
H: -3.6494 -1.4652 1.0757  0.32
H: 6.2240 2.7037 0.7031  0.32
H: 2.8937 6.3554 8.1045  0.31
H: 3.3077 -0.5640 -0.5254  0.02
H: -5.5203 -1.8193 -0.5125  0.10
H: -7.9462 -1.5730 -1.9234  0.36
H: -5.1892 -1.6829 1.9001  0.40
H: 1.7347 2.1103 -5.7448  0.38
H: 0.5350 -6.2560 -0.6614  -0.02
H: 0.2976 6.9685 -3.6515  0.28
H: -3.4684 -4.7187 0.4304  0.01
H: 2.2838 4.2044 2.1329  0.28
H: 5.7161 2.9078 8.2638  0.27
H: -7.7324 -1.1857 -3.6537  0.31
H: 6.6974 3.1417 2.3758  0.33
H: -3.9717 -3.0228 1.8155  0.26
H: 1.9916 0.9290 -1.7029  0.51
H: 3.6975 -1.4113 -1.9988  0.27
H: -1.9364 -0.2292 -2.8416  0.41
H: 5.2807 3.2150 6.5910  0.20
H: -1.9758 -4.5415 -2.2980  0.55
H: -9.1954 -6.1436 -4.8761  0.26
H: 2.4229 8.1888 -3.4863  0.39
H: 2.0628 -3.6719 -1.3915  0.57
H: -2.1068 -5.9709 1.7874  0.26
H: 7.4089 4.4982 6.2773  0.29
H: -7.8632 -4.6790 -6.4324  0.28
H: -6.4671 -4.8292 -5.3770  0.31
H: 1.2395 -4.3643 1.0721  0.02
H: -0.7045 -6.9880 1.5524  0.35
H: -9.2599 -1.9258 -3.0772  0.37
H: -0.9514 -3.1241 0.6577  0.07
H: 3.0938 -2.3041 -0.5483  0.39


Entry 3:
Formula: C26H33N3O3S
Source: the Open Molecules 2025 dataset
Level of theory: the ωB97M-V functional and the def2-TZVPD basis

energy above the lowest of the compared OMol25 structures with the same formula, charge and spin = 0.250 eV
orbital gap = 8.4 eV
SMILES string = COc1cccc2cc([C@H](C)N(CCCN3CCOCC3)C(=S)Nc3cccc(C)c3)oc12
total energy = -48945.21935 eV
HOMO = -7.724 eV

Last column: natural (NBO) charge in e.
Element x y z (Å)
S: 0.3106 2.3814 2.7276  -0.26
O: -0.6620 0.0817 -1.6914  -0.44
O: 3.1082 -5.4294 2.0982  -0.52
O: -1.3360 1.6828 -3.9346  -0.49
N: 2.3953 -2.8522 3.0534  -0.46
N: 0.2244 0.1642 1.3288  -0.44
N: -1.0946 1.8791 0.5253  -0.62
C: 2.0862 -1.7799 3.9874  -0.22
C: 1.7828 -4.9632 2.0268  -0.07
C: -0.4444 -0.8918 0.5646  -0.08
C: 4.0140 -4.3522 2.0500  -0.07
C: -1.8640 3.0403 0.4575  0.17
C: -1.9623 -0.9374 0.7746  -0.62
C: 3.7554 -3.3477 3.1737  -0.25
C: -3.4806 5.2765 0.1340  -0.26
C: -3.0589 4.8919 1.3945  -0.19
C: -2.2594 3.7783 1.5684  -0.24
C: -1.6243 2.4706 -5.0654  -0.25
C: 1.5137 -1.4156 -4.0950  -0.25
C: -3.1102 4.5366 -0.9815  0.09
C: 1.2210 -0.6820 -5.2200  -0.19
C: -0.2355 1.4387 1.4793  0.32
C: 1.3588 -0.2768 2.1142  -0.23
C: 0.8403 -1.5840 -1.5771  -0.31
C: -0.1157 -0.0616 -2.9241  0.22
C: -0.0671 -0.8459 -0.8886  0.31
C: 1.4771 -3.9736 3.1510  -0.25
C: -0.4106 0.6933 -4.0629  0.29
C: -3.5590 4.9291 -2.3581  -0.65
C: 0.8314 -1.0962 -2.9205  -0.02
C: 0.9554 -0.9037 3.4526  -0.41
C: -2.3060 3.4215 -0.8089  -0.29
C: 0.2824 0.3534 -5.2136  -0.31
H: -2.0152 2.8358 -1.6715  0.21
H: -4.1046 6.1504 0.0161  0.20
H: 1.1430 -5.8444 2.1001  0.20
H: -0.0301 -1.8270 0.9554  0.24
H: 0.4511 -3.6176 3.0493  0.20
H: -2.0421 1.8673 -5.8772  0.18
H: -1.0762 1.3757 -0.3535  0.42
H: -2.7113 5.2905 -2.9406  0.21
H: -3.9860 4.0725 -2.8779  0.21
H: 5.0110 -4.7862 2.1403  0.20
H: 2.9800 -1.1619 4.0975  0.20
H: 1.9141 -1.0135 1.5287  0.21
H: -3.3604 5.4644 2.2591  0.21
H: -0.7337 2.9969 -5.4225  0.18
H: 1.8196 -2.1711 4.9827  0.18
H: 2.2439 -2.2083 -4.1114  0.22
H: -2.4846 -0.1622 0.2230  0.22
H: 1.4441 -2.3790 -1.1899  0.23
H: -2.3364 -1.9032 0.4421  0.22
H: 1.6136 -4.4686 1.0570  0.16
H: -1.9438 3.4875 2.5552  0.24
H: 0.0530 -1.5021 3.3177  0.19
H: 0.1060 0.8914 -6.1307  0.22
H: 1.5748 -4.4898 4.1233  0.17
H: 2.0026 0.5856 2.2955  0.24
H: 1.7293 -0.9008 -6.1470  0.22
H: -4.3053 5.7183 -2.3134  0.21
H: 3.9263 -3.8354 1.0817  0.16
H: -2.3651 3.1970 -4.7364  0.20
H: 0.7288 -0.1166 4.1712  0.24
H: -2.1878 -0.8195 1.8318  0.23
H: 3.9256 -3.8421 4.1465  0.17
H: 4.4497 -2.5107 3.0773  0.21


Entry 4:
Formula: C19H17ClFN3O
Source: the Open Molecules 2025 dataset
Level of theory: the ωB97M-V functional and the def2-TZVPD basis

energy above the lowest of the compared OMol25 structures with the same formula, charge and spin = 0.000 eV
orbital gap = 9.1 eV
SMILES string = Cc1nn(Cc2ccc(C(=O)Nc3ccccc3F)cc2)c(C)c1Cl
total energy = -41737.56287 eV
HOMO = -8.719 eV

Last column: natural (NBO) charge in e.
Element x y z (Å)
Cl: 0.8598 -3.1870 -5.3180  0.01
F: -2.1260 4.1048 1.9039  -0.34
O: -1.7309 -0.6488 3.1202  -0.60
N: 2.9771 -0.5556 -3.3897  -0.28
N: 2.7192 -1.4451 -2.4295  -0.16
N: -1.6773 1.4843 2.3105  -0.59
C: -4.5465 2.1477 4.5665  -0.21
C: -1.2565 0.1861 2.3790  0.65
C: -2.9323 3.4612 2.7913  0.37
C: -3.9289 4.1644 3.4301  -0.27
C: 1.9640 -2.4750 -2.8754  0.15
C: 1.7491 -2.2146 -4.2164  -0.16
C: 0.7757 -1.1105 1.8593  -0.18
C: -0.1214 -0.1239 1.4604  -0.08
C: -4.7449 3.4970 4.3293  -0.21
C: 0.0509 0.4898 0.2220  -0.20
C: 3.1670 -1.2119 -1.0832  -0.24
C: -2.7099 2.0999 3.0131  0.08
C: -3.5424 1.4494 3.9194  -0.22
C: 1.8396 -1.4607 1.0508  -0.21
C: 2.4799 -0.2776 -5.7890  -0.64
C: 1.1131 0.1328 -0.5862  -0.22
C: 1.5172 -3.6006 -2.0205  -0.65
C: 2.4040 -0.9991 -4.4940  0.13
C: 2.0203 -0.8379 -0.1769  -0.01
H: 1.2442 0.6045 -1.5489  0.23
H: 2.9583 -0.9040 -6.5405  0.23
H: 3.6775 -2.1023 -0.7035  0.21
H: 2.3720 -4.1306 -1.6002  0.22
H: -0.6554 1.2246 -0.1371  0.21
H: -3.3900 0.4000 4.1070  0.26
H: 0.9006 -3.2392 -1.1975  0.23
H: -5.5302 4.0329 4.8388  0.22
H: 1.4792 -0.0322 -6.1421  0.22
H: 0.6187 -1.5962 2.8103  0.24
H: -4.0546 5.2145 3.2196  0.23
H: 3.0535 0.6354 -5.6619  0.23
H: 3.8836 -0.3871 -1.1403  0.25
H: 2.5317 -2.2247 1.3738  0.21
H: 0.9352 -4.2954 -2.6196  0.24
H: -5.1816 1.6263 5.2659  0.22
H: -1.1624 2.1044 1.6993  0.42